1.
This record from OMol25 describes a structure of composition C21H44DyN3OP2S in a non-equilibrium geometry. The level of theory is ωB97M-V with the def2-TZVPD basis set.

Output
⟨S²⟩: 9.33
Multiplicity: 6
Relative energy (zero: lowest compared OMol25 entry of this formula, charge and spin): 0.0 kJ/mol
Charge: +2
HOMO level (alpha / beta): -13.66 / -13.68 eV
Frontier orbital gap (alpha / beta): 7.111 / 7.199 eV

```
73
Properties=species:S:1:pos:R:3:lowdin_charge:R:1
Dy 0.12159 -0.06726 0.69014 0.85
P 0.14991 -2.68065 -0.32398 0.94
P 0.12232 2.65447 0.00875 0.95
N 1.74586 0.02350 -0.67477 -0.40
C 1.81372 -2.50395 -1.14366 -0.28
H 2.45738 -3.32095 -0.77241 0.10
H 1.65386 -2.68604 -2.21921 0.09
C 2.55422 -1.15247 -0.96186 -0.32
H 3.32101 -1.29734 -0.16852 0.11
H 3.12244 -0.95931 -1.88756 0.12
C 2.55566 1.25364 -0.73679 -0.31
H 3.19383 1.18748 -1.63510 0.12
H 3.25956 1.27645 0.12219 0.11
C 1.80820 2.60284 -0.79283 -0.29
H 1.66331 2.89254 -1.84394 0.09
H 2.43708 3.37724 -0.32824 0.09
C 0.35584 3.58841 1.59970 -0.55
C -0.86906 3.41876 2.51462 -0.11
H -0.60912 3.77879 3.52132 0.09
H -1.19851 2.37274 2.62402 0.05
H -1.72572 4.00366 2.14614 0.08
C -0.95947 3.60856 -1.13089 -0.54
C -2.37942 3.76604 -0.57072 -0.10
H -3.03908 4.11905 -1.37405 0.10
H -2.43327 4.49122 0.25077 0.07
H -2.78916 2.81178 -0.21711 0.06
C -0.96087 -3.46217 -1.55857 -0.55
C -2.37047 -3.68137 -0.99077 -0.10
H -3.04317 -3.95997 -1.81270 0.10
H -2.77566 -2.76617 -0.53955 0.06
H -2.40659 -4.48118 -0.23944 0.07
C 0.41272 -3.80899 1.12329 -0.55
C -0.74972 -3.69737 2.12538 -0.12
H -0.46312 -4.20018 3.06182 0.10
H -1.65915 -4.17820 1.73991 0.07
H -1.00292 -2.65748 2.39096 0.03
C -2.43417 -0.00149 0.91620 -0.04
C -0.36659 4.92110 -1.64899 -0.09
H -0.30734 5.69494 -0.87710 0.07
H 0.63129 4.78274 -2.07783 0.07
H -1.01134 5.29965 -2.45177 0.10
C -0.39007 -4.69525 -2.26002 -0.09
H -1.05962 -4.96048 -3.08693 0.10
H 0.59602 -4.50265 -2.69497 0.07
H -0.31452 -5.56493 -1.60003 0.07
C 0.72887 -5.26782 0.78792 -0.10
H 1.13811 -5.74471 1.69038 0.10
H -0.16964 -5.83142 0.50436 0.08
H 1.48688 -5.37128 0.00184 0.08
C 0.73331 5.06404 1.46024 -0.10
H -0.13836 5.69296 1.23099 0.08
H 1.13320 5.40577 2.42692 0.09
H 1.51532 5.23968 0.71214 0.08
H 1.21148 3.06497 2.07120 0.08
H 1.31038 -3.37418 1.59812 0.09
H -1.03123 2.92737 -1.99681 0.11
H -1.04243 -2.66854 -2.32168 0.11
O -3.57216 0.03639 1.10758 0.14
H -0.19191 0.02269 -1.48388 0.08
H -0.95266 0.04751 -1.18396 0.02
C -0.67482 -0.70994 4.81019 0.00
N 0.35693 0.32594 4.86891 -0.11
C 0.43212 1.32515 5.83026 -0.01
C 1.44179 2.15574 5.48287 -0.03
N 1.98283 1.65182 4.30640 0.09
C 1.33715 0.50241 3.94064 -0.73
S 1.80247 -0.56524 2.68761 0.63
H -1.40361 -0.48754 4.01127 0.09
H -0.21362 -1.68721 4.60738 0.09
H -1.20014 -0.73314 5.77082 0.11
H -0.23595 1.33816 6.66974 0.14
H 1.83006 3.03017 5.96178 0.13
H 2.76752 2.03259 3.78634 0.17
```

***

2.
This record from OMol25 describes a structure of composition C2H12O6 in a non-equilibrium geometry. The level of theory is ωB97M-V with the def2-TZVPD basis set.

Output
Relative energy (zero: lowest compared OMol25 entry of this formula, charge and spin): 266.9 kJ/mol
HOMO level: -10.36 eV
Frontier orbital gap: 10.606 eV

```
20
Properties=species:S:1:pos:R:3:nbo_charge:R:1
H 0.73817 0.34490 -1.36700 0.51
O 0.94480 1.62598 -1.64658 -0.89
O 0.01684 -0.56917 -0.91652 -0.77
H 0.03720 1.62767 -1.95924 0.51
H 0.73025 1.81591 -0.67760 0.51
C -0.06670 -0.82856 0.34072 0.82
O 0.62503 -0.51653 1.24897 -0.70
C -1.32731 -1.62036 0.79813 -0.75
H -1.44969 -1.25571 1.86585 0.23
H -2.16962 -1.62836 0.14174 0.23
H -0.99244 -2.67580 0.78406 0.24
O 1.00324 1.90687 0.85793 -0.94
H 1.02962 1.13146 1.31303 0.50
H 2.01645 2.03283 0.69107 0.50
O 0.76846 -3.66509 -0.44312 -0.96
H 1.05400 -3.44677 0.46073 0.47
H 0.41307 -2.83015 -0.91818 0.49
O -1.17838 2.80065 -0.52049 -1.01
H -1.42770 3.64328 -0.28743 0.49
H -0.76530 2.10694 0.23394 0.51
```

***

3.
This record from OMol25 describes a structure of composition C25H27BrF3N6O2Rb. The level of theory is ωB97M-V with the def2-TZVPD basis set.

Output
HOMO level: -8.63 eV
Frontier orbital gap: 8.550 eV

```
65
Properties=species:S:1:pos:R:3:nbo_charge:R:1
Rb 0.57119 0.25370 -0.48968 0.89
C -1.11042 -2.99975 -1.23305 -0.21
C 0.33467 -3.49276 -1.14609 -0.23
N 1.30805 -2.44075 -1.39584 -0.64
C 2.60544 -2.63286 -0.77070 -0.27
C 2.53102 -2.60801 0.73896 0.24
C 3.44600 -3.33184 1.49468 -0.26
C 3.35074 -3.29187 2.87576 -0.15
C 2.33803 -2.54842 3.45703 -0.27
C 1.47013 -1.84314 2.62799 0.22
C 0.37800 -0.99182 3.25660 -0.26
N -0.62472 -0.48288 2.33793 -0.63
C -1.78331 -1.34621 2.12431 -0.22
C -1.56616 -2.47821 1.12348 -0.23
N -1.44195 -1.98856 -0.23899 -0.64
N 1.57848 -1.86969 1.30688 -0.48
H -1.76680 -3.88390 -1.16377 0.17
H -1.26935 -2.56012 -2.22198 0.19
H 0.43459 -4.34082 -1.83904 0.18
H 0.51560 -3.88867 -0.14574 0.19
H 1.43529 -2.28099 -2.38750 0.38
H 3.25190 -1.80959 -1.09301 0.27
H 3.09336 -3.57438 -1.06579 0.17
H 4.20960 -3.92124 1.00460 0.22
H 4.04758 -3.84685 3.49048 0.22
H 2.21387 -2.51120 4.53192 0.22
H 0.87686 -0.13769 3.72354 0.22
H -0.07259 -1.57675 4.07377 0.18
H -0.95212 0.41302 2.67274 0.37
H -2.60125 -0.71721 1.76309 0.20
H -2.11929 -1.80260 3.06893 0.17
H -2.40548 -3.18575 1.22933 0.17
H -0.65715 -3.01511 1.39055 0.20
H -2.29336 -1.50972 -0.50702 0.36
Br 0.50173 6.17762 4.88767 0.05
C 0.05981 5.16745 3.33880 -0.09
C 0.60208 3.90446 3.17027 -0.22
C 0.26814 3.16302 2.05089 -0.23
C -0.58506 3.68345 1.07865 0.21
C -1.12562 4.95579 1.27332 -0.26
C -0.80902 5.69625 2.40007 -0.22
N -0.90504 2.89651 -0.03893 -0.44
C -0.80662 3.41896 -1.18950 0.15
C -1.14989 2.72253 -2.43858 0.14
C -1.07768 3.42730 -3.63589 -0.20
C -1.38257 2.77599 -4.81763 -0.16
C -1.74798 1.44187 -4.76693 -0.24
C -1.79034 0.82318 -3.52448 0.05
N -1.50591 1.43654 -2.38520 -0.42
H 1.28082 3.50555 3.91161 0.23
H 0.67612 2.16899 1.91507 0.21
H -1.82154 5.35524 0.54627 0.22
H -1.23826 6.67749 2.54729 0.23
H -0.44508 4.44517 -1.31379 0.17
H -0.76619 4.46325 -3.63681 0.22
H -1.32577 3.29639 -5.76439 0.22
H -1.98305 0.88437 -5.66263 0.22
H -2.06380 -0.22450 -3.44715 0.19
F 3.15804 1.46172 -4.60984 -0.32
C 2.69225 0.60120 -3.69185 0.87
F 3.48239 -0.48730 -3.73291 -0.33
F 1.46263 0.18916 -4.11521 -0.35
C 2.55471 1.23164 -2.26013 0.66
O 3.14262 0.62768 -1.35239 -0.73
O 1.77635 2.19545 -2.22027 -0.74
```

***

4.
This record from OMol25 describes an isolated molecule of C18H22N8O3. The level of theory is ωB97M-V with the def2-TZVPD basis set.

Output
SMILES: C[C@@](CO)(CNC(=O)c1cn2cnnc2cn1)NC(=O)Cc1cncn1C1CC1
Relative energy (zero: lowest compared OMol25 entry of this formula, charge and spin): 7.0 kJ/mol
HOMO level: -9.13 eV
Frontier orbital gap: 8.891 eV

```
51
Properties=species:S:1:pos:R:3:nbo_charge:R:1
C 1.28747 -2.70197 1.47734 -0.63
C -0.16068 -2.32408 1.77560 0.09
C -0.91786 -3.51247 2.39868 -0.06
O -0.59725 -4.76631 1.85951 -0.73
C -0.24187 -1.16286 2.78035 -0.22
N 0.24545 0.06661 2.19798 -0.63
C -0.44141 1.23188 2.24438 0.66
O -1.51664 1.38271 2.79647 -0.62
C 0.19781 2.32429 1.44207 -0.01
C -0.52109 3.43769 1.19467 0.08
N 0.02900 4.36801 0.35554 -0.32
C -0.39431 5.54891 -0.17297 0.14
N 0.51186 6.01954 -0.99019 -0.23
N 1.56045 5.15618 -1.02893 -0.26
C 1.26298 4.16462 -0.22139 0.23
C 1.95668 2.96624 0.11086 0.09
N 1.44296 2.08151 0.90057 -0.42
N -0.82382 -1.82278 0.56305 -0.64
C -1.18357 -2.52317 -0.52336 0.71
O -1.07571 -3.73858 -0.64060 -0.67
C -1.81299 -1.69659 -1.64568 -0.53
C -1.44873 -0.25169 -1.68814 0.09
C -2.05107 0.85884 -1.16508 -0.10
N -1.32545 1.99120 -1.45483 -0.48
C -0.29817 1.56781 -2.14429 0.18
N -0.30562 0.21796 -2.30552 -0.35
C 0.64267 -0.55557 -3.05384 -0.07
C 2.09996 -0.29974 -2.82021 -0.41
C 1.47267 -1.57227 -2.32859 -0.42
H 1.76426 -3.10169 2.37310 0.22
H 1.32719 -3.47201 0.70937 0.24
H 1.85970 -1.83835 1.13000 0.19
H -0.65269 -3.55646 3.45810 0.18
H -1.99266 -3.29858 2.33423 0.17
H -0.77699 -4.70980 0.90428 0.50
H -1.27590 -0.98859 3.07978 0.24
H 0.33230 -1.42982 3.67057 0.21
H 1.16180 0.11100 1.77743 0.43
H -1.50779 3.60299 1.59807 0.25
H -1.34161 6.00394 0.05791 0.22
H 2.93618 2.79032 -0.31915 0.21
H -0.92537 -0.81944 0.49473 0.42
H -1.56309 -2.20526 -2.57636 0.25
H -2.89407 -1.78772 -1.52141 0.26
H -2.97030 0.90323 -0.60199 0.22
H 0.48236 2.18499 -2.56251 0.21
H 0.32740 -0.78916 -4.06299 0.22
H 2.75683 -0.33678 -3.67660 0.23
H 2.35394 0.44265 -2.07606 0.22
H 1.31472 -1.66326 -1.26316 0.23
H 1.69006 -2.49809 -2.84078 0.23
```

***

5.
This record from OMol25 describes an isolated molecule of CH4N2O3 in a non-equilibrium geometry. The level of theory is ωB97M-V with the def2-TZVPD basis set.

Output
SMILES: NOC[N+](=O)[O-]
Relative energy (zero: lowest compared OMol25 entry of this formula, charge and spin): 358.7 kJ/mol
HOMO level: -10.12 eV
Frontier orbital gap: 10.103 eV

```
10
Properties=species:S:1:pos:R:3:nbo_charge:R:1
N 0.07144 -0.78324 -1.26842 -0.52
O 0.81200 0.33111 -0.88836 -0.38
C 0.41597 0.86379 0.34618 0.02
N -0.76307 1.73164 -0.13141 0.51
O -1.63821 1.13017 -0.70919 -0.41
O -0.76298 2.90710 0.11796 -0.35
H -0.90589 -0.47959 -1.36570 0.37
H 0.09163 -1.56817 -0.61432 0.33
H -0.21844 -0.08947 0.98084 0.20
H 1.13577 1.54049 0.74983 0.22
```

***

6.
This record from OMol25 describes a cluster of 3 separate species, C2H4NO2P in total in a non-equilibrium geometry. The level of theory is ωB97M-V with the def2-TZVPD basis set.

Output
Relative energy (zero: lowest compared OMol25 entry of this formula, charge and spin): 558.3 kJ/mol
HOMO level (alpha / beta): -9.48 / -9.48 eV
Frontier orbital gap (alpha / beta): 8.088 / 8.088 eV

```
10
Properties=species:S:1:pos:R:3:nbo_charge:R:1
C 0.67788 0.84093 0.15272 -0.41
C -0.59908 0.39224 -0.05052 0.12
N 0.21702 -0.28594 0.97773 -0.58
O 1.80533 3.01670 -0.99899 -0.98
O 3.31947 1.01858 -0.54562 -0.98
P 2.07042 1.70609 -0.42976 2.25
H 0.58250 -1.27194 -1.36709 -0.02
H -1.58615 0.40981 -0.45224 0.25
H 1.32565 -1.12985 -0.78986 0.02
H -0.16521 0.01058 1.82646 0.34
```